[1]
# C17H29NO4

A cluster of 2 separate species, C17H29NO4 in total at a distorted geometry (ωB97M-V/def2-TZVPD, the OMol25 dataset).

Results
HOMO level in hartree: -0.3238
Total charge: 0
ΔE to the lowest compared entry with this formula, charge and spin in kcal per mole: 442.83

Element x y z (Å)
C 2.52 -3.27 2.48
C 2.90 -2.68 0.99
H 3.62 -3.35 0.47
H 3.34 -1.75 1.08
C 1.95 -2.76 0.07
N 0.70 -1.94 0.64
C 0.84 -0.62 0.50
O 1.92 -0.26 -0.35
C -0.20 0.26 0.71
C 0.21 0.88 2.15
C 0.74 2.02 1.77
O 1.60 2.62 2.50
O 0.79 2.62 0.62
C -0.44 1.65 -0.06
C -1.66 2.24 0.03
H -2.53 1.52 -0.13
H -1.90 2.58 1.28
C -1.85 3.56 -0.59
O -1.67 3.36 -2.20
C -0.42 2.77 -2.28
C -0.31 2.36 -3.88
H -1.37 1.64 -3.91
H 0.42 1.87 -4.15
H -0.65 3.27 -4.31
C 0.81 3.74 -2.42
H 0.44 4.85 -2.66
H 1.11 4.10 -1.00
H 1.59 3.48 -2.74
C -0.05 1.49 -1.39
H 1.01 1.33 -1.57
H -0.68 0.66 -2.01
H -2.75 3.93 -0.71
H -1.19 4.31 -0.31
H -0.55 1.06 2.87
H 0.92 0.15 2.72
H -1.41 -0.18 0.67
C -0.41 -2.55 0.99
H -0.38 -3.42 1.81
H -0.96 -1.91 1.90
C -1.72 -3.01 0.14
C -2.87 -3.38 0.88
H -3.74 -3.86 0.19
H -3.21 -2.91 1.57
H -2.43 -4.42 1.37
H -1.87 -2.09 -0.48
H -1.14 -3.39 -0.68
H 2.10 -2.37 -0.83
H 1.37 -3.65 0.06
H 3.47 -3.37 2.92
H 2.14 -4.49 2.45
H 1.83 -2.70 2.84

Here are the natural (NBO) charges for atoms 1 to 8, given in e: -0.565, -0.418, 0.217, 0.240, -0.153, -0.451, 0.627, -0.706

=====

[2]
# C49H41BiN8O5

A structure of composition C49H41BiN8O5 at a distorted geometry (ωB97M-V/def2-TZVPD, the OMol25 dataset).

Results
HOMO level in hartree: -0.2744
Total charge: 0
ΔE to the lowest compared entry with this formula, charge and spin in kcal per mole: 34.65

Element x y z (Å)
Bi 0.03 0.98 -0.34
C 2.41 3.83 2.49
C 1.48 2.79 1.91
N 1.70 2.26 0.78
N 2.86 2.41 0.11
C 2.87 1.82 -1.04
O 1.92 1.15 -1.60
C 4.21 1.94 -1.69
C 4.58 1.07 -2.73
C 5.74 1.28 -3.40
C 6.51 2.39 -3.23
C 6.09 3.40 -2.30
C 5.00 3.10 -1.49
C 0.26 2.28 2.62
C 0.12 2.49 4.00
C -0.94 1.82 4.65
C -1.79 1.05 3.88
C -1.54 0.95 2.51
N -0.52 1.49 1.91
H 3.36 3.68 1.99
H 2.08 4.84 2.43
H 2.61 3.65 3.56
H 3.75 0.29 -3.01
H 6.17 0.46 -4.08
H 7.40 2.56 -3.79
H 6.61 4.31 -2.08
H 4.69 3.80 -0.74
H 0.83 3.12 4.54
H -0.90 1.84 5.74
H -2.60 0.47 4.24
H -2.12 0.27 1.88
C -0.86 -0.50 -3.79
O -1.49 0.19 -2.77
C -2.66 -0.38 -2.24
C -3.14 -1.65 -2.57
C -4.14 -2.22 -1.84
C -4.82 -1.44 -0.87
C -4.28 -0.27 -0.46
C -3.25 0.36 -1.16
N -2.53 1.44 -0.58
N -3.13 2.29 0.09
C -2.46 3.43 0.58
C -1.21 3.78 0.11
O -0.41 3.13 -0.69
C -0.78 5.14 0.43
C -1.40 6.00 1.27
C -2.64 5.54 1.82
C -3.44 6.41 2.55
C -4.73 6.10 2.90
C -5.25 4.85 2.61
C -4.48 3.97 1.87
C -3.17 4.32 1.41
H -1.53 -0.99 -4.58
H -0.21 -1.27 -3.43
H -0.22 0.20 -4.33
H -2.65 -2.18 -3.31
H -4.43 -3.26 -2.09
H -5.58 -2.02 -0.33
H -4.70 0.25 0.39
H 0.13 5.39 -0.05
H -1.03 7.04 1.49
H -3.08 7.41 2.68
H -5.40 6.83 3.39
H -6.20 4.58 2.99
H -4.80 2.93 1.56
C 3.62 -2.52 -0.54
C 4.10 -1.49 0.51
C 3.04 -0.93 1.31
N 2.18 -0.41 1.89
H 4.39 -2.63 -1.28
H 2.70 -2.18 -0.98
H 3.44 -3.43 -0.05
H 4.58 -0.75 -0.11
H 4.82 -2.06 1.18
O -3.21 -1.78 1.74
C -2.24 -2.12 1.10
N -2.04 -3.48 0.70
C -0.82 -3.57 -0.12
C -0.45 -2.08 -0.23
O 0.48 -1.63 -0.94
N -1.29 -1.35 0.48
C 0.34 -4.17 0.59
C 0.87 -3.52 1.72
C 1.96 -3.97 2.42
C 2.55 -5.16 2.03
C 2.07 -5.88 0.93
C 1.03 -5.38 0.16
C -0.98 -4.22 -1.54
C 0.10 -4.17 -2.45
C -0.07 -4.78 -3.67
C -1.21 -5.50 -3.98
C -2.25 -5.52 -3.07
C -2.12 -4.92 -1.86
H -2.22 -4.14 1.42
H 0.48 -2.57 2.07
H 2.28 -3.47 3.28
H 3.31 -5.55 2.75
H 2.53 -6.84 0.77
H 0.81 -5.83 -0.78
H 1.07 -3.67 -2.34
H 0.70 -4.71 -4.42
H -1.32 -5.98 -4.92
H -3.27 -5.83 -3.38
H -2.85 -5.00 -1.13

Here are the Löwdin charges for atoms 1 to 8, given in e: 2.069, 0.005, -0.252, -0.094, 0.080, -0.479, -0.214, -0.142

=====

[3]
# C24H23B3F5N4O6P

A structure of composition C24H23B3F5N4O6P at a distorted geometry (ωB97M-V/def2-TZVPD, the OMol25 dataset).

Results
HOMO level in hartree: -0.3379
Total charge: 0

Element x y z (Å)
C -3.21 -1.07 1.30
C -3.18 -0.96 0.09
B -2.76 -1.19 -1.34
O -2.95 -2.41 -1.98
B -1.67 -2.94 -2.09
C -1.38 -4.37 -1.42
F -2.47 -5.08 -1.23
F -0.53 -5.05 -2.21
C -0.66 -4.16 -0.05
F -0.44 -2.88 0.16
F 0.47 -4.78 0.02
F -1.40 -4.59 0.92
O -0.72 -2.16 -2.71
B -0.83 -0.83 -2.37
P 0.83 0.16 -2.25
O 1.90 -0.60 -2.88
O 0.69 1.57 -2.99
O 1.19 0.38 -0.69
O -2.06 -0.25 -2.10
H -3.27 -1.19 2.34
H -0.16 1.99 -2.78
H 1.78 -0.36 -0.49
N 3.57 4.96 -0.23
C 2.96 3.91 -0.78
C 3.38 3.29 -1.95
C 4.49 3.80 -2.59
C 5.14 4.90 -2.05
C 4.64 5.44 -0.87
H 2.09 3.54 -0.24
H 2.85 2.44 -2.34
H 4.85 3.35 -3.51
H 6.01 5.33 -2.52
H 5.12 6.29 -0.41
N -3.93 -3.43 4.48
C -3.35 -3.36 5.67
C -2.60 -4.39 6.23
C -2.45 -5.56 5.50
C -3.05 -5.65 4.25
C -3.78 -4.56 3.79
H -3.49 -2.43 6.21
H -2.15 -4.28 7.20
H -1.87 -6.39 5.89
H -2.96 -6.55 3.65
H -4.26 -4.59 2.82
N 6.93 6.56 1.00
C 7.52 5.49 1.53
C 8.46 5.56 2.55
C 8.81 6.80 3.05
C 8.20 7.93 2.51
C 7.28 7.75 1.50
H 7.22 4.54 1.11
H 8.91 4.65 2.94
H 9.54 6.89 3.84
H 8.45 8.92 2.87
H 6.78 8.61 1.05
N -8.65 -2.83 -3.89
C -8.36 -2.57 -2.62
C -7.07 -2.39 -2.14
C -6.02 -2.50 -3.04
C -6.30 -2.77 -4.36
C -7.62 -2.92 -4.74
H -9.21 -2.50 -1.95
H -6.89 -2.18 -1.09
H -4.99 -2.36 -2.70
H -5.51 -2.85 -5.10
H -7.89 -3.13 -5.77

Here are the natural (NBO) charges for atoms 1 to 8, given in e: -0.065, -0.412, 1.103, -0.865, 1.109, 0.335, -0.295, -0.312

=====

[4]
# C25H29Br2N4OTi

A structure of composition C25H29Br2N4OTi at a distorted geometry (ωB97M-V/def2-TZVPD, the OMol25 dataset).

Results
Expectation value of S²: 2.026
HOMO level (spin up / spin down) in hartree: -0.0845 / -0.1639
Total charge: -1
ΔE to the lowest compared entry with this formula, charge and spin in kcal per mole: 18.19
Multiplicity: 3

Element x y z (Å)
Ti -0.93 -0.15 0.54
O 0.51 0.73 4.26
C 0.08 0.78 3.11
N 0.29 -0.16 2.13
C 0.83 -1.44 2.52
C -0.28 -2.46 2.46
C -0.19 -3.72 3.05
C -1.30 -4.54 3.04
C -2.47 -4.10 2.44
C -2.47 -2.86 1.82
N -1.39 -2.06 1.83
C -0.78 1.86 2.61
C -0.83 3.10 3.22
C -1.66 4.09 2.74
C -2.48 3.76 1.62
C -2.41 2.54 1.03
N -1.55 1.54 1.47
H 1.24 -1.39 3.53
H 1.63 -1.75 1.84
H 0.73 -4.01 3.53
H -1.26 -5.51 3.51
H -3.37 -4.71 2.42
H -3.33 -2.48 1.29
H -0.19 3.24 4.08
H -1.70 5.07 3.19
H -3.18 4.48 1.21
H -3.02 2.27 0.18
Br -1.40 2.44 -2.71
C -2.96 1.84 -3.45
Br -3.15 -0.64 -0.60
H -2.90 1.18 -4.30
H -3.89 2.25 -3.08
C -0.86 -1.52 -3.43
C 0.45 -2.05 -2.86
C 0.23 -3.02 -1.70
C 1.44 -0.92 -2.61
C 2.50 -0.85 -3.51
C 3.45 0.15 -3.45
C 3.34 1.10 -2.45
C 2.30 1.07 -1.52
C 2.37 2.11 -0.41
C 1.14 3.00 -0.24
C 2.78 1.46 0.91
C 1.33 0.06 -1.60
N 0.27 0.01 -0.69
H -1.54 -2.34 -3.68
H -0.67 -0.94 -4.34
H -1.37 -0.88 -2.72
H 0.92 -2.65 -3.65
H -0.33 -2.56 -0.88
H 1.18 -3.39 -1.30
H -0.35 -3.88 -2.04
H 2.56 -1.61 -4.29
H 4.26 0.20 -4.17
H 4.08 1.89 -2.36
H 3.18 2.78 -0.70
H 0.25 2.44 0.06
H 0.91 3.51 -1.18
H 1.32 3.76 0.52
H 2.05 0.70 1.21
H 2.82 2.20 1.72
H 3.76 0.98 0.82

Here are the natural (NBO) charges for atoms 1 to 8, given in e: 1.608, -0.691, 0.615, -0.762, -0.277, 0.272, -0.254, -0.149

=====

[5]
# C31H40I2N3O26S6

A cluster of 7 separate species, C31H40I2N3O26S6 in total at a distorted geometry (ωB97M-V/def2-TZVPD, the OMol25 dataset).

Results
HOMO level in hartree: -0.4234
Total charge: +1
ΔE to the lowest compared entry with this formula, charge and spin in kcal per mole: 0.00

Element x y z (Å)
C 0.44 -4.43 1.76
C 0.02 -3.40 1.30
N -0.19 -2.13 0.67
N -0.05 -1.09 1.45
C -0.20 0.10 0.88
C -0.04 1.42 1.73
C 1.27 1.99 1.73
C 1.50 3.27 2.47
C 0.27 3.74 3.10
C -0.94 2.97 2.99
N -1.20 1.80 2.34
C -0.55 0.33 -0.57
C -0.75 1.75 -1.16
C -2.05 2.19 -1.22
C -0.71 -0.90 -1.38
C -1.06 -0.83 -2.90
C 0.35 -0.83 -3.68
C 0.87 0.64 -3.85
O 0.21 1.45 -4.46
O 2.06 1.08 -3.28
C -0.52 -2.20 -0.66
C -0.70 -3.53 -1.43
I 1.07 -4.69 -1.91
C -1.94 -3.97 -1.80
C -2.17 -5.30 -2.59
I -3.72 -2.85 -1.27
H 1.01 -5.36 1.96
H 2.10 1.49 1.18
H 2.47 3.82 2.53
H 0.28 4.70 3.67
H -1.83 3.39 3.54
H 0.10 2.40 -1.47
H -2.73 1.78 -0.42
H -2.44 2.85 -2.03
H -1.69 -1.68 -3.25
H -1.59 0.16 -3.04
H 1.07 -1.35 -2.98
H 0.33 -1.43 -4.61
H 2.56 0.30 -2.98
H -1.83 -5.23 -3.66
H -3.26 -5.57 -2.61
H -1.55 -6.09 -2.07
C -0.69 1.53 -7.55
C -1.81 2.40 -8.10
O -1.54 2.49 -9.50
S -0.85 1.12 -10.00
O -1.86 0.29 -10.56
O 0.34 1.45 -10.69
O -0.46 0.53 -8.55
H 0.23 2.11 -7.43
H -0.95 1.07 -6.60
H -1.83 3.39 -7.65
H -2.78 1.92 -7.97
C 4.19 -1.74 -8.34
C 4.61 -0.28 -8.45
O 3.39 0.45 -8.59
S 2.22 -0.30 -7.77
O 2.09 0.32 -6.50
O 1.12 -0.50 -8.64
O 2.99 -1.72 -7.56
H 3.95 -2.15 -9.32
H 4.95 -2.35 -7.86
H 5.27 -0.10 -9.30
H 5.11 0.05 -7.53
C -4.92 1.70 3.47
C -5.89 1.26 4.54
O -5.98 2.37 5.43
S -5.81 3.74 4.59
O -7.10 4.26 4.30
O -4.79 4.51 5.20
O -5.22 3.08 3.24
H -3.89 1.62 3.81
H -5.04 1.12 2.55
H -5.55 0.37 5.07
H -6.89 1.07 4.13
C 3.90 -2.23 4.88
C 2.47 -1.89 4.51
O 1.89 -3.14 4.12
S 2.56 -4.33 5.00
O 1.70 -4.62 6.09
O 3.03 -5.33 4.10
O 3.82 -3.49 5.55
H 4.52 -2.35 4.00
H 4.34 -1.48 5.54
H 2.41 -1.17 3.69
H 1.91 -1.51 5.36
C 6.81 2.80 2.18
C 5.38 3.09 1.77
O 4.84 1.85 1.38
S 5.51 0.67 2.26
O 4.64 0.37 3.35
O 6.01 -0.31 1.37
O 6.75 1.54 2.84
H 7.46 2.70 1.30
H 7.22 3.57 2.84
H 5.32 3.81 0.95
H 4.79 3.46 2.62
C -4.91 -1.05 9.19
C -4.54 0.31 8.63
O -3.50 0.05 7.68
S -3.75 -1.39 7.01
O -4.41 -1.19 5.76
O -2.56 -2.16 7.13
O -4.83 -1.94 8.07
H -4.18 -1.38 9.94
H -5.90 -1.06 9.62
H -4.19 1.00 9.40
H -5.38 0.77 8.10

Here are the Löwdin charges for atoms 1 to 8, given in e: 0.170, -0.078, -0.045, 0.206, -0.082, -0.256, 0.003, 0.010

=====

[6]
# C4H4N2O

The molecule C4H4N2O at a distorted geometry (ωB97M-V/def2-TZVPD, the OMol25 dataset).

Results
HOMO level in hartree: -0.2939
Total charge: 0
ΔE to the lowest compared entry with this formula, charge and spin in kcal per mole: 176.09

Element x y z (Å)
C -0.14 -0.27 1.18
C 0.17 -1.36 0.44
C 0.58 -1.44 -1.01
C 0.33 0.64 -0.78
N 0.33 0.88 0.54
N -0.30 -2.36 -0.42
O 1.02 1.48 -1.54
H -0.46 -0.17 2.25
H 0.52 1.84 0.92
H -1.30 -2.79 -0.49
H 1.07 0.84 -2.27

Here are the natural (NBO) charges for atoms 1 to 8, given in e: -0.145, 0.037, 0.031, 0.412, -0.597, -0.620, -0.671, 0.217

=====

[7]
# C16H21MoN3OSi

A structure of composition C16H21MoN3OSi at a distorted geometry (ωB97M-V/def2-TZVPD, the OMol25 dataset).

Results
HOMO level (spin up / spin down) in hartree: -0.5784 / -0.5747
Total charge: +2
ΔE to the lowest compared entry with this formula, charge and spin in kcal per mole: 10.78

Element x y z (Å)
Mo -0.10 -0.14 -0.20
O 3.22 0.97 -2.26
C 2.13 0.90 -1.76
N 1.56 -0.23 -1.20
C 2.21 -1.52 -1.40
C 1.12 -2.55 -1.36
C 1.29 -3.87 -1.74
C 0.20 -4.72 -1.73
C -1.05 -4.25 -1.32
C -1.16 -2.94 -0.93
N -0.09 -2.10 -0.93
C 1.16 2.05 -1.69
C 1.42 3.28 -2.23
C 0.40 4.24 -2.22
C -0.83 3.91 -1.68
C -1.02 2.65 -1.14
N -0.03 1.73 -1.13
H 2.94 -1.71 -0.61
H 2.75 -1.55 -2.35
H 2.26 -4.20 -2.08
H 0.31 -5.75 -2.05
H -1.92 -4.89 -1.31
H -2.10 -2.53 -0.60
H 2.39 3.47 -2.67
H 0.57 5.22 -2.64
H -1.65 4.62 -1.67
H -1.96 2.36 -0.71
C -1.99 -0.39 1.46
Si -0.75 0.53 2.64
C -0.83 -0.25 4.30
C -1.11 2.35 2.59
C 0.80 0.10 1.64
H -3.03 -0.17 1.71
H -1.86 -1.47 1.53
H -1.96 -0.06 0.39
H -1.83 -0.14 4.73
H -0.12 0.24 4.97
H -0.59 -1.31 4.26
H -2.04 2.57 3.13
H -1.21 2.74 1.58
H -0.31 2.90 3.09
H 1.18 -0.88 1.96
H 1.63 0.81 1.61

Here are the natural (NBO) charges for atoms 1 to 8, given in e: 1.308, -0.469, 0.638, -0.522, -0.293, 0.265, -0.219, -0.064

=====

[8]
# C13H11N3O4S

The molecule C13H11N3O4S at a distorted geometry (ωB97M-V/def2-TZVPD, the OMol25 dataset).

Results
HOMO level in hartree: -0.3187
SMILES: CN1C(=O)/C(=C/C(=O)O)S/C1=N\NC(=O)c1ccccc1
Total charge: 0
ΔE to the lowest compared entry with this formula, charge and spin in kcal per mole: 0.00

Element x y z (Å)
C 1.62 -1.41 -0.95
N 1.50 0.02 -1.15
C 2.35 0.71 -1.97
O 3.26 0.21 -2.59
C 1.98 2.14 -1.97
C 2.62 3.10 -2.68
C 2.12 4.46 -2.57
O 1.17 4.76 -1.88
O 2.80 5.35 -3.30
S 0.62 2.48 -0.96
C 0.52 0.74 -0.52
N -0.32 0.17 0.24
N -1.29 0.85 0.86
C -2.27 0.27 1.63
O -3.19 0.95 2.03
C -2.15 -1.19 1.89
C -0.93 -1.80 2.17
C -0.88 -3.16 2.43
C -2.04 -3.91 2.42
C -3.26 -3.30 2.15
C -3.31 -1.95 1.90
H 1.90 -1.62 0.09
H 0.67 -1.89 -1.16
H 2.40 -1.77 -1.62
H 3.46 2.87 -3.31
H 2.42 6.23 -3.19
H -1.39 1.85 0.69
H -0.02 -1.21 2.20
H 0.06 -3.63 2.65
H -2.00 -4.97 2.62
H -4.17 -3.89 2.15
H -4.25 -1.45 1.70

Here are the natural (NBO) charges for atoms 1 to 8, given in e: -0.417, -0.419, 0.638, -0.563, -0.203, -0.306, 0.748, -0.601

=====

Q: Which of these has the lowest total charge?
A: C25H29Br2N4OTi